Molecular formula: H2N3O4S
Method: DFT, ωB97M-V with the def2-TZVPD basis set

```
! RIJCOSX wB97M-V def2-TZVPD def2/J DEFGRID3
* xyz -1 1
N 0.3018 -0.6443 -2.0050
N 0.0204 -1.4954 0.1288
N 0.0921 -0.4937 -0.8022
O 1.3346 1.8264 1.4417
O 0.4088 0.2356 -2.8386
O -0.5941 0.4090 1.9923
O -0.9160 2.3595 0.5528
S 0.0146 1.3736 1.0373
H -0.6421 -1.2164 0.8861
H -0.0201 -2.3543 -0.3932
*
```

Summary:
DFT total energy: -864.52475 a.u.
HOMO-LUMO gap (spin up / spin down): 6.0 / 7.3 eV
energy above the lowest of the compared OMol25 structures with the same formula, charge and spin: 147.9 kJ/mol